{
  "formula": "C2H5NO2S",
  "method": "ωB97M-V with the def2-TZVPD basis set",
  "symbols": ["C", "C", "N", "O", "O", "S", "H", "H", "H", "H", "H"],
  "coordinates": [[-0.249, 0.578, -1.006], [-0.329, 0.238, 1.306], [-0.015, -0.700, -1.374], [-0.849, -1.421, -1.932], [1.053, -1.164, -0.878], [0.793, -0.995, 1.420], [0.524, 1.198, -0.731], [-1.215, 1.055, -1.195], [-0.173, 1.309, 1.434], [-1.324, 0.132, 0.966], [1.783, -0.229, 1.990]],
  "atomic_forces_ev_per_a": [[-2.37, 0.45, 0.74], [0.50, 0.98, -2.03], [0.32, -0.46, 0.90], [-0.14, 0.20, 0.00], [0.62, -0.16, -1.41], [-0.43, 0.77, 1.63], [1.87, 0.84, -0.03], [0.36, -0.58, -0.41], [0.72, -0.43, 0.60], [-1.00, -1.22, 0.51], [-0.45, -0.39, -0.50]],
  "total_energy_ev": -18569.108,
  "e_lumo_ha": [-0.0191, -0.0191],
  "charge": 0,
  "relative_energy_kcal_mol": 149.0
}

{
  "formula": "C34H48F6N4NbO2",
  "method": "ωB97M-V with the def2-TZVPD basis set",
  "symbols": ["C", "C", "C", "O", "O", "C", "C", "C", "C", "C", "C", "Nb", "F", "N", "C", "C", "C", "C", "C", "C", "C", "C", "N", "C", "C", "F", "F", "C", "C", "C", "C", "C", "C", "F", "F", "F", "C", "H", "H", "H", "H", "H", "H", "H", "H", "H", "H", "H", "H", "H", "H", "H", "H", "H", "H", "H", "H", "H", "H", "H", "H", "H", "H", "H", "H", "H", "H", "H", "H", "H", "H", "C", "C", "C", "C", "N", "H", "H", "H", "H", "H", "H", "H", "C", "C", "C", "C", "N", "H", "H", "H", "H", "H", "H", "H"],
  "coordinates": [[-5.235, 1.264, 0.592], [-4.782, 1.996, -0.439], [-3.896, 3.154, -0.216], [-3.827, 3.723, 0.844], [-3.193, 3.466, -1.302], [-2.011, 4.245, -1.051], [-0.836, 3.404, -0.555], [-0.057, 4.060, 0.597], [1.427, 3.666, 0.592], [1.593, 2.213, 1.102], [2.792, 1.457, 0.476], [2.193, -0.205, -0.929], [0.448, 0.674, -1.280], [1.815, -1.843, -2.146], [1.183, -1.584, -3.444], [-0.351, -1.430, -3.372], [-0.785, -0.178, -4.141], [-2.283, 0.134, -3.990], [3.294, 0.931, -2.556], [4.365, 0.376, -3.266], [4.934, 1.139, -4.274], [4.466, 2.404, -4.581], [3.465, 2.971, -3.907], [2.927, 2.224, -2.941], [1.452, -1.361, 0.970], [2.558, -1.626, 1.798], [0.563, -0.650, 1.760], [0.823, -2.702, 0.703], [-0.484, -2.762, 0.222], [-1.098, -3.986, -0.010], [-0.409, -5.166, 0.243], [0.894, -5.113, 0.714], [1.639, -6.380, 0.999], [2.735, -6.191, 1.748], [2.044, -6.976, -0.143], [0.886, -7.287, 1.647], [1.511, -3.884, 0.951], [-5.250, 0.182, 0.547], [-5.629, 1.695, 1.501], [-5.081, 1.710, -1.441], [-1.750, 4.675, -2.016], [-2.208, 5.091, -0.401], [-0.178, 3.148, -1.380], [-1.251, 2.466, -0.187], [-0.153, 5.146, 0.534], [-0.492, 3.712, 1.533], [1.851, 3.797, -0.400], [1.894, 4.315, 1.331], [1.772, 2.282, 2.177], [0.638, 1.701, 1.003], [3.434, 1.093, 1.281], [3.410, 2.184, -0.054], [3.786, -0.987, -0.585], [2.565, -2.517, -2.217], [1.381, -2.450, -4.083], [1.591, -0.727, -3.988], [-0.709, -1.295, -2.357], [-0.818, -2.278, -3.873], [-0.240, 0.676, -3.738], [-0.493, -0.244, -5.190], [-2.652, -0.215, -3.029], [-2.843, -0.291, -4.822], [-2.428, 1.212, -4.019], [4.732, -0.613, -3.036], [5.750, 0.731, -4.862], [4.926, 2.953, -5.393], [2.099, 2.680, -2.405], [-0.994, -1.826, 0.044], [-2.119, -3.981, -0.361], [-0.909, -6.109, 0.071], [2.514, -3.887, 1.343], [6.453, -2.737, 3.580], [5.311, -3.320, 2.756], [5.696, -3.567, 1.294], [6.082, -2.318, 0.635], [6.378, -1.348, 0.109], [6.758, -1.761, 3.200], [6.146, -2.604, 4.617], [7.325, -3.397, 3.568], [4.455, -2.644, 2.793], [4.991, -4.266, 3.198], [4.852, -3.994, 0.751], [6.530, -4.268, 1.227], [-7.580, 3.242, 5.011], [-8.521, 3.002, 3.836], [-8.886, 1.523, 3.658], [-7.691, 0.718, 3.404], [-6.739, 0.114, 3.210], [-6.626, 2.735, 4.867], [-7.371, 4.306, 5.120], [-8.020, 2.887, 5.946], [-8.058, 3.375, 2.921], [-9.440, 3.572, 3.985], [-9.570, 1.399, 2.817], [-9.380, 1.140, 4.552]],
  "atomic_forces_ev_per_a": [[-0.15, 0.14, -0.10], [-0.52, -0.45, -0.18], [-1.62, 0.64, 0.33], [0.51, 0.24, 0.33], [0.28, -0.12, -0.07], [0.72, 0.54, -0.55], [-0.48, -0.08, 0.53], [0.30, -0.19, -0.65], [-0.88, -0.42, 0.81], [0.37, 0.26, -0.06], [0.18, -0.20, 0.15], [-2.34, 0.83, -1.19], [0.75, -0.56, 0.07], [1.10, 1.38, 0.29], [-0.53, -1.02, -0.09], [0.24, 0.82, -0.93], [-0.20, 0.33, 0.47], [0.56, 0.17, -0.46], [0.47, -0.54, 0.41], [-0.46, 0.79, -0.06], [0.56, -0.56, -0.48], [-0.16, -0.23, 0.43], [0.06, -0.11, -0.23], [-0.36, -0.02, 0.28], [0.94, -0.47, 0.08], [-0.17, 0.18, 0.36], [-0.06, 0.11, 0.07], [-0.11, -0.03, 0.17], [0.30, -0.21, 0.10], [0.34, 0.44, 0.19], [-0.30, 0.02, -0.18], [-0.04, 0.49, 0.21], [-0.24, 0.13, -0.24], [0.23, 0.05, 0.07], [0.13, -0.15, -0.09], [-0.15, -0.14, 0.06], [-0.29, -0.39, -0.21], [-1.20, -0.05, -0.54], [1.38, 0.12, 0.65], [1.34, -0.60, -0.29], [-0.18, -0.04, -0.18], [-0.35, -0.17, 0.31], [0.06, -0.02, -0.08], [0.10, -0.20, -0.13], [-0.04, 0.09, 0.08], [-0.12, 0.30, 0.18], [0.16, 0.14, -0.02], [0.53, 0.20, -0.35], [-0.18, -0.07, 0.13], [0.01, -0.20, -0.15], [0.06, -0.18, -0.01], [0.10, -0.03, -0.11], [-0.23, -0.08, 0.02], [-0.22, -0.28, -0.03], [0.11, 0.01, -0.12], [0.20, 0.17, 0.27], [0.10, -0.37, 0.19], [-0.21, -0.29, 0.44], [0.20, -0.04, 0.10], [-0.08, -0.08, -0.12], [-0.17, -0.13, 0.01], [-0.30, -0.20, 0.18], [-0.16, 0.09, -0.02], [0.10, -0.07, 0.01], [0.06, 0.04, 0.00], [-0.06, 0.23, -0.01], [0.00, 0.21, -0.06], [-0.18, 0.01, -0.05], [-0.08, -0.24, -0.08], [0.10, -0.15, 0.04], [0.08, 0.25, 0.05], [-0.02, -0.01, 0.01], [0.02, 0.05, 0.22], [-0.19, 0.14, 0.18], [-0.10, -0.55, 0.05], [0.38, 0.48, -0.18], [0.01, -0.02, -0.05], [0.01, -0.02, 0.01], [0.02, 0.02, 0.00], [-0.01, -0.05, -0.09], [-0.03, -0.04, -0.09], [0.03, 0.01, -0.07], [0.01, 0.00, -0.02], [0.00, 0.02, -0.02], [0.10, 0.14, 0.14], [0.08, 0.20, -0.07], [-0.48, 0.16, 0.12], [0.37, -0.32, -0.05], [-0.02, -0.04, 0.00], [-0.01, 0.00, 0.01], [0.01, -0.01, 0.01], [-0.04, -0.04, -0.04], [-0.05, -0.07, -0.06], [-0.01, -0.06, 0.01], [0.00, -0.03, 0.00]],
  "total_energy_ev": -63945.978,
  "e_lumo_ha": 0.0731,
  "charge": -1
}

{
  "formula": "C4H8NO3",
  "method": "ωB97M-V with the def2-TZVPD basis set",
  "symbols": ["C", "C", "O", "O", "C", "C", "N", "O", "H", "H", "H", "H", "H", "H", "H", "H"],
  "coordinates": [[1.748, 1.075, -0.293], [0.981, 0.365, 0.790], [1.030, 0.786, 1.911], [0.767, -1.016, 0.506], [-0.478, -0.331, 0.142], [-0.683, -0.278, -1.415], [-1.700, -1.115, 0.592], [-2.383, -0.536, 1.766], [1.664, 2.169, -0.079], [2.764, 0.891, -0.224], [1.373, 0.692, -1.229], [-0.225, 0.549, -1.939], [-0.101, -1.191, -1.915], [-1.677, -0.352, -1.593], [-1.296, -2.014, 0.971], [-1.782, 0.304, 2.008]],
  "atomic_forces_ev_per_a": [[-1.84, 1.15, 0.03], [-0.90, -1.03, -1.51], [0.42, 1.19, 3.70], [-0.43, 0.10, -0.56], [-1.08, -1.16, -1.89], [4.43, -2.07, 0.55], [1.71, -0.08, 0.84], [2.22, 2.65, 0.46], [-0.36, -0.77, -0.72], [2.18, -0.85, 0.33], [0.39, 0.72, -0.44], [-0.29, 0.56, 0.11], [-1.32, 1.31, 0.94], [-2.99, -0.16, -0.81], [-0.47, 1.26, -0.25], [-1.68, -2.82, -0.77]],
  "total_energy_ev": -11906.857,
  "e_lumo_ha": 0.1562,
  "charge": -1,
  "relative_energy_kcal_mol": 148.4,
  "smiles": "C[C@]1([O-])O[C@@]1(C)NO"
}

{
  "formula": "C2H6N2OS",
  "method": "ωB97M-V with the def2-TZVPD basis set",
  "symbols": ["H", "N", "C", "N", "S", "O", "C", "H", "H", "H", "H", "H"],
  "coordinates": [[0.351, -2.352, -0.807], [1.032, -1.546, -0.558], [0.412, -0.541, -0.167], [-0.964, -0.646, 0.512], [-2.001, 0.779, 0.032], [1.102, 0.622, 0.066], [2.491, 0.455, -0.121], [-1.269, -1.736, 0.847], [-2.010, 1.310, 1.364], [2.530, 0.160, -1.184], [2.845, 1.337, 0.240], [2.851, -0.299, 0.553]],
  "atomic_forces_ev_per_a": [[1.53, 1.73, 0.86], [-1.16, -3.05, -2.04], [-1.94, 0.16, 3.51], [1.33, -0.25, -1.32], [0.85, -1.84, 2.94], [-2.95, -1.04, 0.58], [-1.53, -2.02, -1.36], [0.74, 4.36, -1.87], [-0.09, -0.45, -1.87], [1.36, 0.41, 0.56], [1.57, 2.79, 0.05], [0.28, -0.79, -0.04]],
  "total_energy_ev": -18031.394,
  "e_lumo_ha": 0.0123,
  "charge": 0,
  "relative_energy_kcal_mol": 78.7,
  "smiles": "[H]/N=C(\\NS)OC"
}